Entry 1:
9 unconnected molecules or ions with the total composition C33H63Br16N3 at a distorted geometry, computed with the ωB97M-V functional and the def2-TZVPD basis.

Each line ends with the Löwdin charge.
Positions of all 115 atoms, in Å:
C1 3.0607 0.0715 2.8660  -0.11
C2 1.7112 0.5330 2.1662  -0.24
C3 1.0410 -0.5950 1.2654  -0.20
C4 2.0469 -1.1841 0.1586  -0.19
C5 1.4587 -1.0716 -1.3302  -0.20
C6 2.7378 -1.1154 -2.2963  -0.20
C7 2.4360 -0.4939 -3.7166  -0.17
C8 3.7037 0.1525 -4.4290  -0.19
C9 4.8895 -0.8400 -4.4464  -0.17
N1 5.9409 -1.3323 -4.4278  0.16
C10 4.0727 1.6000 -3.8249  -0.36
C11 4.0039 2.5799 -5.0635  -0.15
N2 3.9515 3.3186 -5.9564  0.16
C12 5.5545 1.7263 -3.2818  -0.13
C13 5.8548 0.9992 -1.9138  -0.38
C14 5.2680 1.7250 -0.6304  -0.08
C15 7.4570 1.0447 -1.7380  -0.09
N3 3.0144 2.0469 -2.9073  -0.02
C16 2.9587 3.4961 -2.6626  -0.26
C17 2.1735 3.6886 -1.2807  -0.13
H1 3.3699 -0.9818 2.6421  0.08
H2 3.8617 0.8290 2.6119  0.07
H3 2.9239 0.1505 3.9851  0.03
H4 1.8540 1.4996 1.6007  0.08
H5 0.9669 0.7332 2.9930  0.09
H6 0.1805 -0.1374 0.7124  0.02
H7 0.7477 -1.4541 1.9316  0.09
H8 3.0162 -0.6307 0.2788  0.08
H9 2.2066 -2.2788 0.3856  0.11
H10 1.0190 -0.0345 -1.4613  0.04
H11 0.7390 -1.8925 -1.5693  0.06
H12 3.5274 -0.5133 -1.7747  0.07
H13 3.0492 -2.1883 -2.4723  0.13
H14 1.5463 0.1978 -3.7311  0.12
H15 2.1363 -1.3595 -4.3869  0.12
H16 3.3915 0.2764 -5.5087  0.15
H17 5.7588 2.8288 -3.1061  0.13
H18 6.3130 1.4212 -4.0627  0.12
H19 5.6134 -0.1047 -1.9485  0.11
H20 5.9621 1.5230 0.2369  0.09
H21 4.3095 1.1775 -0.3618  0.05
H22 5.0551 2.8127 -0.7857  0.08
H23 7.6666 2.0386 -1.2349  0.08
H24 7.7674 0.2165 -1.0430  0.08
H25 8.0012 1.0229 -2.7169  0.07
H26 2.9849 1.5001 -2.0465  0.08
H27 3.9534 4.0194 -2.6164  0.11
H28 2.3309 4.0448 -3.4294  0.12
H29 1.2168 3.0928 -1.3751  0.06
H30 1.9863 4.7636 -1.0361  0.05
H31 2.7945 3.1699 -0.4935  0.05
Br1 -2.0812 -2.6478 -1.1998  0.63
C18 -3.0960 -1.2592 -0.2867  -0.69
C19 -3.1748 0.0000 -1.1092  -0.65
Br2 -1.4994 0.9923 -1.0300  0.68
H32 -2.6238 -1.1061 0.6821  -0.04
H33 -4.0885 -1.6874 -0.1406  0.06
H34 -3.9249 0.6784 -0.7023  0.06
H35 -3.3909 -0.1833 -2.1601  0.05
Br3 -1.8866 5.0857 -1.1073  0.57
C20 -1.9014 5.6797 0.7475  -0.68
C21 -0.5186 6.0560 1.2134  -0.67
Br4 0.5490 4.4686 1.5731  0.65
H36 -2.3466 4.8770 1.3328  0.05
H37 -2.5625 6.5464 0.7650  0.06
H38 -0.5645 6.5933 2.1607  0.06
H39 0.0323 6.6534 0.4893  0.05
Br5 5.1159 1.3208 6.4163  0.60
C22 3.3718 2.1887 6.3932  -0.69
C23 2.4777 1.6559 7.4835  -0.67
Br6 1.7634 -0.0973 7.0220  0.62
H40 2.9612 2.0478 5.3946  0.04
H41 3.5788 3.2472 6.5508  0.06
H42 1.6030 2.2953 7.6085  0.04
H43 2.9833 1.5494 8.4412  0.05
Br7 -5.4040 4.2735 -1.6269  0.58
C24 -5.4211 4.6583 -3.5354  -0.69
C25 -5.0407 3.4431 -4.3419  -0.69
Br8 -3.1197 3.1226 -4.2813  0.60
H44 -4.7552 5.5048 -3.6940  0.05
H45 -6.4449 4.9603 -3.7563  0.06
H46 -5.2712 3.5954 -5.3963  0.06
H47 -5.5248 2.5317 -3.9965  0.05
Br9 -2.2144 2.0916 4.1772  0.59
C26 -1.7379 0.8807 5.6290  -0.72
C27 -2.4836 1.2184 6.8949  -0.68
Br10 -1.7251 2.7859 7.7727  0.60
H48 -0.6565 0.9314 5.7406  -0.01
H49 -2.0159 -0.1119 5.2731  0.00
H50 -2.3886 0.4118 7.6221  0.05
H51 -3.5382 1.4289 6.7283  0.05
Br11 -4.9066 -4.9806 -3.0879  0.58
C28 -3.7147 -6.2430 -2.2061  -0.69
C29 -4.3636 -6.8528 -0.9891  -0.70
Br12 -4.3733 -5.6074 0.5099  0.58
H52 -2.7955 -5.7054 -1.9792  0.03
H53 -3.5080 -7.0082 -2.9549  0.05
H54 -3.7919 -7.7128 -0.6402  0.06
H55 -5.3960 -7.1534 -1.1586  0.00
Br13 -2.2334 -2.3609 2.9481  0.69
C30 -1.0384 -3.6218 3.8278  -0.67
C31 -1.6831 -4.2222 5.0485  -0.68
Br14 -1.6751 -2.9435 6.5157  0.63
H56 -0.1190 -3.0830 4.0513  0.05
H57 -0.8321 -4.3890 3.0810  0.06
H58 -1.1114 -5.0788 5.4053  0.06
H59 -2.7167 -4.5236 4.8897  0.05
Br15 -8.7901 -6.7375 -1.0637  0.61
C32 -8.7803 -6.4760 -2.9941  -0.69
C33 -8.5415 -7.7737 -3.7224  -0.68
Br16 -6.6664 -8.2905 -3.6393  0.63
H60 -8.0262 -5.7203 -3.2073  0.02
H61 -9.7666 -6.0780 -3.2329  0.06
H62 -8.7612 -7.6641 -4.7843  0.06
H63 -9.1182 -8.6048 -3.3212  0.05

Values from the calculation:
HOMO level: -0.335 Ha
ΔE to the lowest compared entry with this formula, charge and spin: 29.15 kcal/mol
Kohn-Sham gap: 9.34 eV
Structure (SMILES): CCCCCCC[C@H](C#N)[C@](C#N)(CC(C)C)NCC.BrCCBr.BrCCBr.BrCCBr.BrCCBr.BrCCBr.BrCCBr.BrCCBr.BrCCBr

***

Entry 2:
A molecular structure, C33H63N10O8P2Re, computed with the ωB97M-V functional and the def2-TZVPD basis.

Each line ends with the Löwdin charge.
Positions of all 117 atoms, in Å:
Re1 0.8263 -0.6077 0.0761  1.36
N1 -0.2170 -2.3225 -1.5309  -0.02
N2 0.1930 -3.6465 -1.7321  0.00
C1 1.5289 -3.9033 -1.8560  -0.43
N3 1.8715 -5.1849 -2.0430  0.20
N4 2.2994 -2.8428 -1.8218  0.14
N5 3.6651 -3.0555 -1.8155  -0.41
O1 4.1416 -4.0739 -1.3265  0.05
O2 4.3238 -2.1431 -2.2633  0.07
H1 -1.0915 -2.3178 -1.0172  0.05
H2 -0.3349 -1.8249 -2.4078  0.08
H3 -0.4642 -4.3059 -2.1165  0.15
H4 1.1740 -5.9069 -2.0130  0.12
H5 2.8442 -5.4254 -1.9308  0.10
C2 2.8158 1.3842 3.2264  -0.06
C3 1.4414 0.7928 2.9091  -0.47
C4 0.3933 1.4424 3.8132  -0.08
C5 1.0459 0.9890 1.4295  -0.27
H6 3.1200 1.1399 4.2462  0.09
H7 2.7770 2.4741 3.1431  0.09
H8 3.5867 1.0303 2.5464  0.06
H9 1.4852 -0.2759 3.1493  0.08
H10 0.3696 2.5206 3.6324  0.08
H11 0.6263 1.2925 4.8700  0.09
H12 -0.6081 1.0528 3.6179  0.05
H13 1.7951 1.6124 0.9212  0.07
H14 0.0932 1.5213 1.3733  0.03
C6 3.9595 2.0978 -3.5678  -0.07
C7 4.0059 0.6553 -3.0586  -0.19
C8 2.8927 0.3590 -2.1739  -0.12
N6 2.0437 0.1761 -1.4322  0.08
H15 4.8327 2.2846 -4.1894  0.08
H16 3.9721 2.8022 -2.7380  0.08
H17 3.0671 2.2769 -4.1659  0.08
H18 4.9029 0.4540 -2.4691  0.13
H19 3.9838 -0.0717 -3.8714  0.12
N7 -0.6356 0.2951 -0.7587  -0.35
P1 -1.9434 1.0286 -1.1553  0.60
N8 -2.4808 0.5301 -2.6501  -0.21
C9 -1.4784 0.3371 -3.6965  -0.21
C10 -1.2560 1.6054 -4.5364  -0.16
C11 -2.5223 2.4666 -4.5656  -0.18
C12 -3.7568 1.5751 -4.5177  -0.17
C13 -3.8207 0.8007 -3.1910  -0.20
N9 -3.2835 0.8324 -0.1841  -0.18
C14 -3.0847 1.2806 1.2058  -0.21
C15 -4.4264 1.5039 1.8850  -0.17
C16 -5.2664 0.2325 1.8449  -0.20
C17 -5.3902 -0.2746 0.4120  -0.17
C18 -4.0162 -0.4408 -0.2205  -0.20
N10 -1.6947 2.6682 -1.1317  -0.19
C19 -2.8323 3.6039 -1.1133  -0.20
C20 -2.3559 5.0150 -1.4198  -0.18
C21 -1.3566 5.5020 -0.3652  -0.18
C22 -0.4081 4.3692 0.0729  -0.17
C23 -0.3666 3.2678 -0.9730  -0.21
H20 -1.8080 -0.4909 -4.3345  0.12
H21 -0.5390 0.0441 -3.2267  0.07
H22 -0.9739 1.3122 -5.5506  0.11
H23 -0.4222 2.1817 -4.1282  0.10
H24 -2.5346 3.0948 -5.4566  0.12
H25 -2.5245 3.1421 -3.7081  0.08
H26 -3.7264 0.8768 -5.3587  0.11
H27 -4.6718 2.1570 -4.6356  0.11
H28 -4.3534 -0.1454 -3.3447  0.11
H29 -4.3871 1.3634 -2.4502  0.10
H30 -2.4881 2.1932 1.2036  0.10
H31 -2.5086 0.5226 1.7580  0.10
H32 -4.9540 2.3102 1.3664  0.12
H33 -4.2618 1.8315 2.9133  0.12
H34 -6.2513 0.4046 2.2808  0.11
H35 -4.7794 -0.5366 2.4574  0.11
H36 -5.9729 0.4337 -0.1844  0.12
H37 -5.9176 -1.2310 0.3835  0.11
H38 -4.1056 -0.7790 -1.2498  0.10
H39 -3.4504 -1.2025 0.3309  0.09
H40 -3.3269 3.5935 -0.1337  0.11
H41 -3.5830 3.2932 -1.8409  0.10
H42 -3.2179 5.6816 -1.4672  0.12
H43 -1.8997 5.0267 -2.4134  0.11
H44 -1.8978 5.8871 0.5011  0.11
H45 -0.7863 6.3400 -0.7687  0.11
H46 -0.7407 3.9321 1.0192  0.10
H47 0.5999 4.7490 0.2469  0.11
H48 0.3293 2.4801 -0.6969  0.06
H49 -0.0225 3.6803 -1.9306  0.12
C24 -0.8497 -1.6221 4.3360  -0.05
O3 -1.0436 -1.2514 2.9493  -0.31
P2 -0.4267 -1.9889 1.7020  0.66
O4 -1.6655 -2.6956 0.9693  -0.35
C25 -2.6387 -3.4351 1.7358  -0.07
O5 0.3578 -3.1725 2.4050  -0.30
C26 0.9684 -4.2446 1.6529  -0.06
H50 -1.4431 -0.9200 4.9125  0.10
H51 0.2026 -1.5324 4.5968  0.09
H52 -1.1896 -2.6408 4.5056  0.09
H53 -3.3244 -3.8832 1.0229  0.10
H54 -3.1814 -2.7568 2.3929  0.09
H55 -2.1492 -4.2133 2.3209  0.09
H56 1.4152 -4.9069 2.3863  0.10
H57 1.7414 -3.8443 0.9973  0.07
H58 0.2032 -4.7696 1.0799  0.08
O6 3.1028 -2.6736 3.3968  0.05
C27 4.3854 -2.4646 3.0097  -0.25
C28 5.3872 -3.0265 3.7962  -0.01
C29 6.7135 -2.8407 3.4615  -0.07
C30 7.0644 -2.0810 2.3484  -0.08
C31 6.0684 -1.5092 1.5848  -0.02
C32 4.7178 -1.6956 1.8893  -0.07
C33 3.7177 -1.0215 1.0063  -0.55
O7 4.0347 -0.0801 0.3068  0.04
O8 2.4806 -1.5147 1.0428  -0.28
H59 2.5462 -2.2791 2.7022  0.04
H60 5.0987 -3.6027 4.6652  0.12
H61 7.4834 -3.2891 4.0764  0.11
H62 8.1038 -1.9391 2.0871  0.10
H63 6.3089 -0.8995 0.7244  0.12

Values from the calculation:
HOMO level (spin up / spin down): -0.361 / -0.371 Ha
<S²>: 3.77
Multiplicity: 4
Charge: +1
ΔE to the lowest compared entry with this formula, charge and spin: 3.74 kcal/mol
Kohn-Sham gap (spin up / spin down): 7.67 / 6.98 eV

***

Question: Which formula does entry 1 have?
Answer: C33H63Br16N3

***

Question: What is the ΔE to the lowest compared entry with this formula, charge and spin in the second record?
Answer: 3.74 kcal/mol

***

Question: Among the records above, which one has the lowest ΔE to the lowest compared entry with this formula, charge and spin?
Answer: C33H63N10O8P2Re

***

Question: The lowest ΔE to the lowest compared entry with this formula, charge and spin belongs to which entry?
Answer: C33H63N10O8P2Re